Version one
# N2

An isolated molecule of N2 (ωB97M-V/def2-TZVPD, OMol25).

Results
**LUMO level**: 1.708 eV
**Charge**: 0
**Gap between HOMO and LUMO**: 16.5 eV

Positions of all 2 atoms, in Å:
N1 0.00 0.00 0.56
N2 0.00 0.00 -0.56

Want to see where the charge sits? The natural (NBO) charges in e are: 0.00 0.00

---

Version two
# N2

A structure of composition N2 (ωB97M-V/def2-TZVPD, OMol25).

Results
**LUMO level**: -3.074 eV
**Charge**: 0
**Gap between HOMO and LUMO**: 8.6 eV

Positions of all 2 atoms, in Å:
N1 0.00 0.00 0.91
N2 0.00 0.00 -0.91

Want to see where the charge sits? The natural (NBO) charges in e are: 0.00 0.00

---

Energetically preferred structure: version one | next structure: +252.4 kcal/mol

---

Version one
# C3H6N2OS

An isolated molecule of C3H6N2OS (ωB97M-V/def2-TZVPD, OMol25).

Results
**LUMO level**: -0.049 eV
**Charge**: 0
**Gap between HOMO and LUMO**: 8.8 eV

Positions of all 13 atoms, in Å:
C1 -1.94 -1.02 0.01
C2 -0.85 -0.03 -0.14
C3 1.69 0.18 -0.08
H1 -2.72 -0.83 -0.68
H2 -1.55 -2.01 -0.19
H3 -2.33 -1.04 1.03
H4 0.55 -1.44 -0.14
H5 0.88 2.02 0.40
H6 2.69 1.92 0.26
N1 0.40 -0.46 0.03
N2 1.75 1.53 0.17
O1 2.68 -0.44 -0.42
S1 -1.26 1.63 -0.27

Want to see where the charge sits? The natural (NBO) charges in e are: -0.68 0.20 0.79 0.25 0.21 0.26 0.41 0.42 0.42 -0.62 -0.84 -0.61 -0.20

---

Version two
# C3H6N2OS

An isolated molecule of C3H6N2OS (ωB97M-V/def2-TZVPD, OMol25).

Results
**LUMO level**: 0.773 eV
**Charge**: 0
**Gap between HOMO and LUMO**: 9.8 eV

Positions of all 13 atoms, in Å:
C1 0.48 -0.27 0.02
C2 -1.71 -0.49 -0.02
C3 -1.38 0.96 -0.18
H1 3.78 0.80 0.70
H2 1.74 -1.65 0.00
H3 -1.70 -0.96 1.14
H4 -2.53 -0.76 -0.71
H5 -1.45 1.30 -1.27
H6 -1.77 1.74 0.42
N1 1.76 -0.67 0.45
N2 -0.41 -1.17 -0.43
O1 0.12 1.01 0.18
S1 3.06 0.18 -0.31

Want to see where the charge sits? The natural (NBO) charges in e are: 0.66 -0.29 -0.09 0.12 0.41 0.21 0.23 0.19 0.21 -0.73 -0.56 -0.49 0.14

---

Energetically preferred structure: version one | next structure: +66.8 kcal/mol

---

Version one
# C3H6N2OS

An isolated molecule of C3H6N2OS (ωB97M-V/def2-TZVPD, OMol25).

Results
**LUMO level**: 0.190 eV
**Charge**: 0
**Gap between HOMO and LUMO**: 8.8 eV

Positions of all 13 atoms, in Å:
C1 2.70 -0.33 -0.36
C2 0.66 1.11 -0.21
C3 -1.61 0.73 0.30
H1 2.66 -1.32 -0.84
H2 3.39 -0.50 0.52
H3 3.13 0.54 -0.87
H4 -0.08 -1.15 0.36
H5 1.29 1.79 -0.86
H6 -2.34 1.10 1.02
N1 1.33 0.00 0.07
N2 -0.52 1.47 0.17
O1 0.76 -0.96 0.83
S1 -1.89 -0.76 -0.37

Want to see where the charge sits? The natural (NBO) charges in e are: -0.42 0.33 -0.04 0.23 0.22 0.22 0.46 0.19 0.20 -0.07 -0.55 -0.55 -0.22

---

Version two
# C3H6N2OS

An isolated molecule of C3H6N2OS (ωB97M-V/def2-TZVPD, OMol25).

Results
**LUMO level**: -1.085 eV
**Charge**: 0
**Gap between HOMO and LUMO**: 7.5 eV

Positions of all 13 atoms, in Å:
C1 2.29 0.04 -0.10
C2 -1.16 -1.16 0.16
C3 -2.02 -0.09 0.08
H1 2.48 -0.97 -0.48
H2 2.90 0.07 0.88
H3 2.40 0.91 -0.71
H4 0.46 1.14 -0.16
H5 -1.57 -2.10 -0.33
H6 -1.82 1.83 0.16
N1 0.87 0.21 0.38
N2 0.22 -0.92 0.06
O1 -1.29 1.13 0.01
S1 -3.76 -0.09 0.05

Want to see where the charge sits? The natural (NBO) charges in e are: -0.43 -0.18 0.21 0.23 0.20 0.20 0.40 0.24 0.50 -0.37 -0.13 -0.71 -0.17

---

Energetically preferred structure: version one | next structure: +32.2 kcal/mol

---

Version one
# C3H6N2OS

An isolated molecule of C3H6N2OS (ωB97M-V/def2-TZVPD, OMol25).

Results
**LUMO level (spin up / spin down)**: 0.216 / 0.216 eV
**Charge**: 0
**Gap between HOMO and LUMO (spin up / spin down)**: 8.8 / 8.8 eV

Positions of all 13 atoms, in Å:
C1 -1.11 0.74 0.75
C2 -0.23 -0.37 1.16
C3 0.27 -1.19 0.06
N1 2.09 0.58 -1.34
N2 -1.01 0.96 -0.62
O1 -1.76 1.49 1.50
S1 0.20 -0.12 -1.45
H1 0.64 0.13 1.45
H2 -0.83 -0.96 1.86
H3 1.21 -1.62 0.22
H4 -0.26 -2.17 -0.12
H5 2.30 0.83 -2.32
H6 -1.50 1.71 -1.14

Want to see where the charge sits? The natural (NBO) charges in e are: 0.67 -0.55 -0.51 -0.91 -0.79 -0.58 0.89 0.27 0.26 0.26 0.23 0.31 0.44

---

Version two
# C3H6N2OS

An isolated molecule of C3H6N2OS (ωB97M-V/def2-TZVPD, OMol25).

Results
**LUMO level**: 0.520 eV
**Charge**: 0
**Gap between HOMO and LUMO**: 9.6 eV

Positions of all 13 atoms, in Å:
C1 -0.98 0.77 -1.75
C2 0.24 -0.16 0.56
C3 0.86 -0.78 1.76
H1 -1.67 -0.06 -1.55
H2 -1.14 0.97 -2.82
H3 -1.20 1.70 -1.19
H4 0.89 0.11 -2.50
H5 -0.66 0.46 0.69
H6 0.64 -1.28 4.04
N1 0.36 0.31 -1.67
N2 0.86 -0.19 -0.56
O1 1.97 -1.25 1.78
S1 -0.18 -0.61 3.22

Want to see where the charge sits? The natural (NBO) charges in e are: -0.46 -0.19 0.40 0.20 0.22 0.21 0.39 0.17 0.15 -0.38 -0.12 -0.53 -0.06

---

Version three
# C3H6N2OS

A structure of composition C3H6N2OS (ωB97M-V/def2-TZVPD, OMol25).

Results
**LUMO level**: 0.451 eV
**Charge**: 0
**Gap between HOMO and LUMO**: 9.2 eV

Positions of all 13 atoms, in Å:
C1 3.05 -0.49 -0.07
C2 -0.48 1.52 0.08
C3 -1.85 -0.67 0.25
H1 3.67 -0.74 1.20
H2 3.17 -1.54 -0.76
H3 3.57 0.78 -0.38
H4 -0.85 2.55 -0.19
H5 -2.58 1.11 -0.18
H6 -0.86 -1.31 0.72
N1 0.79 1.23 -0.01
N2 -1.70 0.66 0.01
O1 -2.95 -1.06 -0.18
S1 1.22 -0.49 -0.03

Want to see where the charge sits? The natural (NBO) charges in e are: -0.84 0.25 0.50 0.22 0.26 0.29 0.19 0.42 0.17 -0.56 -0.65 -0.60 0.35

---

Energetically preferred structure: version two | next structure: +48.7 kcal/mol

---

Version one
# C4H5NOS

An isolated molecule of C4H5NOS (ωB97M-V/def2-TZVPD, OMol25).

Results
**LUMO level**: 0.818 eV
**Charge**: 0
**Gap between HOMO and LUMO**: 9.0 eV

Positions of all 12 atoms, in Å:
C1 -0.09 -1.35 0.00
C2 1.14 -0.94 -0.04
C3 1.28 0.52 -0.01
C4 -0.19 0.96 0.01
H1 -2.89 1.10 0.09
H2 -0.51 -2.32 0.03
H3 1.97 -1.57 -0.07
H4 1.83 0.85 0.89
H5 1.71 1.09 -0.82
N1 -0.96 -0.20 -0.04
O1 -0.64 2.09 -0.02
S1 -2.64 -0.24 -0.01

Want to see where the charge sits? The natural (NBO) charges in e are: 0.00 -0.24 -0.54 0.68 0.17 0.22 0.22 0.25 0.26 -0.59 -0.60 0.18

---

Version two
# C4H5NOS

An isolated molecule of C4H5NOS (ωB97M-V/def2-TZVPD, OMol25).

Results
**LUMO level**: -0.602 eV
**Charge**: 0
**Gap between HOMO and LUMO**: 8.4 eV

Positions of all 12 atoms, in Å:
C1 2.24 -0.30 -0.58
C2 1.16 0.77 -0.44
C3 0.01 0.15 0.09
C4 -1.34 0.52 -0.29
H1 2.79 -0.45 -1.60
H2 0.84 1.49 -1.20
H3 1.46 0.42 1.48
H4 -0.03 -0.95 0.45
H5 -1.51 1.52 -0.68
N1 0.80 1.14 0.87
O1 2.40 -1.14 0.33
S1 -2.55 -0.49 0.01

Want to see where the charge sits? The natural (NBO) charges in e are: 0.42 -0.22 -0.17 -0.26 0.15 0.22 0.38 0.25 0.20 -0.52 -0.54 0.08

---

Energetically preferred structure: version one | next structure: +51.0 kcal/mol

---

Version one
# C2H5O2S

A structure of composition C2H5O2S (ωB97M-V/def2-TZVPD, OMol25).

Results
**LUMO level**: 4.007 eV
**Charge**: -1
**Gap between HOMO and LUMO**: 7.8 eV

Positions of all 10 atoms, in Å:
C1 -0.48 -0.16 -2.24
S1 -1.57 -0.15 -0.78
H1 0.00 -1.15 -2.17
H2 -0.97 -0.09 -3.20
H3 0.02 0.84 -2.32
O1 1.45 -0.89 3.09
C2 0.92 0.17 2.63
O2 0.48 0.33 1.30
H4 0.65 1.08 3.19
H5 -0.51 0.01 0.51

Want to see where the charge sits? The natural (NBO) charges in e are: -0.75 -0.42 0.21 0.19 0.20 -0.67 0.64 -0.86 0.08 0.38

---

Version two
# C2H5O2S

A cluster of 2 separate species, C2H5O2S in total (ωB97M-V/def2-TZVPD, OMol25).

Results
**LUMO level**: 3.510 eV
**Charge**: -1
**Gap between HOMO and LUMO**: 7.7 eV

Positions of all 10 atoms, in Å:
C1 0.51 -1.09 1.48
S1 -0.55 -2.10 0.42
H1 1.46 -1.60 1.67
H2 0.68 -0.15 0.97
H3 0.01 -0.95 2.44
O1 -0.36 2.79 -0.88
C2 0.43 1.89 -0.60
O2 0.52 0.73 -1.06
H4 1.17 2.17 0.22
H5 -0.10 -1.57 -0.72

Want to see where the charge sits? The natural (NBO) charges in e are: -0.74 -0.12 0.19 0.27 0.20 -0.77 0.63 -0.81 -0.02 0.18

---

Energetically preferred structure: version two | next structure: +28.0 kcal/mol

---

Version one
# C2H5O2S

A cluster of 2 separate species, C2H5O2S in total (ωB97M-V/def2-TZVPD, OMol25).

Results
**LUMO level**: 3.677 eV
**Charge**: -1
**Gap between HOMO and LUMO**: 8.3 eV

Positions of all 10 atoms, in Å:
C1 2.17 -0.37 0.43
S1 1.06 1.05 0.40
H1 2.37 -0.84 -0.52
H2 3.11 -0.02 0.86
H3 1.80 -1.13 1.13
O1 -3.68 -0.26 -0.94
C2 -2.60 0.23 -0.65
O2 -1.51 -0.35 -0.37
H4 -2.57 1.33 -0.47
H5 -0.14 0.36 0.12

Want to see where the charge sits? The natural (NBO) charges in e are: -0.73 -0.22 0.20 0.20 0.20 -0.74 0.64 -0.80 0.00 0.26

---

Version two
# C2H5O2S

A cluster of 2 separate species, C2H5O2S in total (ωB97M-V/def2-TZVPD, OMol25).

Results
**LUMO level**: 3.801 eV
**Charge**: -1
**Gap between HOMO and LUMO**: 8.1 eV

Positions of all 10 atoms, in Å:
C1 2.13 -1.02 -1.00
S1 1.61 -0.72 0.74
H1 3.10 -1.45 -0.93
H2 1.43 -1.68 -1.47
H3 2.16 -0.05 -1.52
O1 -2.59 0.65 -0.90
C2 -1.91 1.16 -0.01
O2 -0.95 0.67 0.66
H4 -2.22 2.17 0.37
H5 0.23 -0.16 0.54

Want to see where the charge sits? The natural (NBO) charges in e are: -0.72 -0.31 0.20 0.20 0.20 -0.74 0.65 -0.79 0.01 0.30

---

Version three
# C2H5O2S

A cluster of 2 separate species, C2H5O2S in total (ωB97M-V/def2-TZVPD, OMol25).

Results
**LUMO level**: 4.120 eV
**Charge**: -1
**Gap between HOMO and LUMO**: 7.3 eV

Positions of all 10 atoms, in Å:
C1 2.05 0.82 0.37
S1 1.44 -0.72 -0.45
H1 3.07 0.68 0.72
H2 2.14 1.60 -0.38
H3 1.36 1.08 1.16
O1 -3.38 0.01 -0.14
C2 -2.42 -0.73 -0.18
O2 -1.44 -0.67 -1.03
H4 -2.36 -1.55 0.56
H5 -0.47 -0.52 -0.63

Want to see where the charge sits? The natural (NBO) charges in e are: -0.72 -0.62 0.18 0.18 0.19 -0.63 0.66 -0.77 0.06 0.47

---

Energetically preferred structure: version one | next structure: +3.0 kcal/mol